The following is a quantum chemistry calculation of an isolated molecule of C9H9N3S at a distorted geometry, from OMol25.

- Spin multiplicity: 1
- Orbital gap (spin up / spin down): 0.2471 / 0.2470 Eh
- LUMO (spin up / spin down): -1.4 / -1.4 eV
- SMILES: CC(C)=c1scn/c1=C1\C=NC=N1

Geometry as XYZ:
```
22
Properties=species:S:1:pos:R:3:lowdin_charge:R:1
C 1.765 2.348 0.672 -0.10
C 1.471 2.479 -1.357 -0.27
C -0.381 -0.165 3.116 -0.43
C -0.116 0.668 1.084 -0.22
C 0.548 1.608 0.323 -0.19
C -0.791 -0.608 0.761 -0.35
C -0.886 -1.213 -0.465 -0.29
C -0.138 -0.851 -1.732 -0.02
C -1.582 -2.452 -0.773 -0.09
N 2.327 2.869 -0.380 0.07
N 0.169 0.746 2.387 0.03
N 0.504 1.692 -1.078 0.06
S -1.321 -1.377 2.317 1.00
H 1.984 2.679 1.707 0.12
H 1.900 2.709 -2.358 0.12
H -0.514 -0.087 4.217 0.09
H 0.072 0.128 -1.909 0.00
H -0.554 -1.435 -2.474 0.05
H 0.867 -1.208 -1.455 0.13
H -0.929 -3.335 -1.189 0.14
H -2.234 -2.236 -1.555 0.06
H -2.161 -2.957 0.140 0.11
```

The following is a quantum chemistry calculation of a structure of composition CH2NO3S at a distorted geometry, from OMol25.

- Spin multiplicity: 1
- Total charge: -1
- Orbital gap: 0.2742 Eh
- LUMO: 4.2 eV

Geometry as XYZ:
```
8
Properties=species:S:1:pos:R:3:lowdin_charge:R:1
C 0.004 -0.527 0.024 -0.44
N 1.262 -0.881 0.515 -0.15
O 3.677 0.579 1.421 -0.57
O 2.414 1.604 -0.516 -0.56
O 0.705 -1.379 -0.774 -0.18
S 3.032 0.420 0.090 0.71
H -0.906 -0.946 0.692 0.11
H -0.375 0.343 -0.527 0.08
```

The following is a quantum chemistry calculation of a cluster of 2 separate species, C4H12 in total, from OMol25.

- Spin multiplicity: 1
- Orbital gap: 0.4766 Eh
- LUMO: 1.1 eV
- SMILES: CC.CC

Geometry as XYZ:
```
16
Properties=species:S:1:pos:R:3:lowdin_charge:R:1
C -1.755 -0.528 -0.056 -0.18
C -3.080 -1.300 -0.131 -0.17
H -0.978 -1.051 -0.610 0.05
H -1.883 0.471 -0.479 0.06
H -1.443 -0.423 0.981 0.06
H -3.813 -0.844 0.541 0.06
H -2.935 -2.333 0.185 0.06
H -3.502 -1.262 -1.132 0.06
C 2.099 0.337 -0.298 -0.17
C 2.754 1.474 0.478 -0.17
H 1.187 -0.023 0.182 0.04
H 1.812 0.671 -1.295 0.06
H 2.774 -0.513 -0.380 0.06
H 3.688 1.765 -0.004 0.06
H 2.959 1.202 1.512 0.06
H 2.116 2.358 0.505 0.06
```

The following is a quantum chemistry calculation of a structure of composition C52H49N6O2P2S2Ti at a distorted geometry, from OMol25.

- Spin multiplicity: 1
- Total charge: +1
- Orbital gap: 0.2581 Eh
- LUMO: -2.6 eV

Geometry as XYZ:
```
114
Properties=species:S:1:pos:R:3:lowdin_charge:R:1
Ti 0.013 -0.034 -0.416 0.31
C -4.548 -2.668 1.123 -0.01
N -3.240 -2.493 0.480 -0.03
C -2.396 -1.464 0.697 -0.43
N -1.263 -1.659 0.033 -0.02
C -1.379 -2.873 -0.626 -0.17
C -2.612 -3.400 -0.353 -0.09
C -3.212 -4.680 -0.775 -0.17
C -4.497 -4.731 -1.314 -0.04
C -5.042 -5.942 -1.720 -0.07
C -4.306 -7.112 -1.593 -0.07
C -3.023 -7.068 -1.061 -0.06
C -2.478 -5.860 -0.653 -0.02
C -0.332 -3.436 -1.495 -0.21
C 0.972 -3.533 -1.027 -0.06
C 1.965 -4.081 -1.826 -0.06
C 1.654 -4.541 -3.095 -0.08
C 0.352 -4.435 -3.574 -0.06
C -0.638 -3.885 -2.778 -0.03
P -2.776 -0.047 1.770 1.20
C -1.163 -0.016 2.600 -0.44
N 0.004 0.042 1.981 0.07
C 0.972 0.020 2.964 -0.16
C 0.366 -0.089 4.195 -0.09
N -0.991 -0.102 3.942 -0.04
C -2.065 -0.094 4.941 -0.01
C 0.959 -0.170 5.548 -0.17
C 1.962 0.724 5.927 -0.01
C 2.533 0.639 7.189 -0.06
C 2.111 -0.334 8.086 -0.07
C 1.121 -1.233 7.714 -0.07
C 0.551 -1.154 6.451 -0.04
C 2.435 0.122 2.745 -0.25
C 3.263 -0.948 3.072 -0.04
C 4.644 -0.820 2.975 -0.06
C 5.201 0.384 2.564 -0.07
C 4.377 1.454 2.233 -0.07
C 3.000 1.322 2.324 -0.09
C -2.436 1.330 0.630 -0.43
N -1.287 1.605 0.029 -0.03
C -1.460 2.777 -0.683 -0.17
C -2.755 3.193 -0.525 -0.09
N -3.353 2.264 0.309 -0.04
C -4.748 2.293 0.763 0.00
C -3.503 4.364 -1.041 -0.20
C -4.036 4.343 -2.329 -0.04
C -4.756 5.432 -2.803 -0.06
C -4.953 6.543 -1.993 -0.07
C -4.433 6.566 -0.706 -0.07
C -3.712 5.478 -0.230 -0.03
C -0.331 3.428 -1.365 -0.17
C 0.934 3.307 -0.800 -0.07
C 2.039 3.900 -1.388 -0.09
C 1.890 4.628 -2.556 -0.07
C 0.631 4.754 -3.132 -0.06
C -0.475 4.161 -2.542 -0.01
H -4.497 -2.353 2.158 0.07
H -4.819 -3.718 1.089 0.09
H -5.316 -2.090 0.612 0.10
H -5.064 -3.817 -1.454 0.12
H -6.038 -5.969 -2.144 0.11
H -4.730 -8.057 -1.913 0.11
H -2.443 -7.978 -0.961 0.11
H -1.478 -5.824 -0.238 0.12
H 1.210 -3.197 -0.031 0.10
H 2.980 -4.147 -1.453 0.11
H 2.426 -4.983 -3.713 0.11
H 0.111 -4.773 -4.574 0.11
H -1.650 -3.782 -3.153 0.12
H -1.655 0.215 5.896 0.09
H -2.508 -1.081 5.050 0.10
H -2.835 0.610 4.646 0.08
H 2.292 1.485 5.231 0.12
H 3.311 1.339 7.473 0.11
H 2.555 -0.393 9.073 0.11
H 0.797 -2.004 8.404 0.11
H -0.195 -1.883 6.153 0.11
H 2.821 -1.884 3.398 0.12
H 5.282 -1.659 3.227 0.11
H 6.278 0.490 2.506 0.11
H 4.809 2.392 1.906 0.11
H 2.355 2.155 2.069 0.11
H -5.253 3.116 0.271 0.09
H -4.799 2.439 1.838 0.09
H -5.251 1.366 0.503 0.09
H -3.885 3.470 -2.954 0.13
H -5.163 5.412 -3.808 0.11
H -5.512 7.393 -2.368 0.11
H -4.585 7.431 -0.072 0.11
H -3.293 5.496 0.771 0.12
H 1.057 2.758 0.122 0.08
H 3.019 3.781 -0.941 0.11
H 2.752 5.090 -3.021 0.11
H 0.509 5.305 -4.057 0.11
H -1.442 4.249 -3.013 0.10
C 6.040 0.405 -3.435 -0.07
C 5.031 0.190 -2.333 -0.32
O 3.898 1.046 -2.560 -0.41
P 2.341 0.551 -2.435 0.56
S -0.777 -0.056 -2.416 0.26
S 2.313 -0.271 -0.457 0.37
O 2.412 -0.884 -3.241 -0.46
C 2.192 -0.795 -4.662 -0.32
C 3.050 -1.824 -5.360 -0.06
H 6.895 -0.261 -3.297 0.08
H 6.395 1.437 -3.436 0.08
H 5.589 0.199 -4.408 0.07
H 5.455 0.447 -1.362 0.11
H 4.708 -0.851 -2.300 0.10
H 2.434 0.209 -5.023 0.10
H 1.130 -0.976 -4.848 0.10
H 4.101 -1.686 -5.098 0.07
H 2.946 -1.724 -6.443 0.08
H 2.750 -2.831 -5.068 0.06
```

The following is a quantum chemistry calculation of a structure of composition C5H6NO5S at a distorted geometry, from OMol25.

- Spin multiplicity: 1
- Total charge: -1
- Orbital gap: 0.2602 Eh
- LUMO: 3.6 eV

Geometry as XYZ:
```
18
Properties=species:S:1:pos:R:3:lowdin_charge:R:1
C -1.280 1.380 0.490 -0.28
C -0.684 0.171 0.272 -0.31
C 0.410 -0.123 -2.158 -0.71
C 1.853 -1.063 1.468 -0.08
C -0.515 -0.879 1.388 -0.20
N -0.464 -0.066 -1.037 0.08
O 0.049 0.709 -3.123 -0.22
O 1.287 -0.972 -2.206 0.01
O -2.022 2.063 -2.946 -0.43
O -1.458 2.285 -0.394 -0.28
O 0.625 -0.754 2.193 -0.20
S -0.874 1.877 -2.113 1.05
H -1.620 1.582 1.515 0.12
H 2.580 -0.344 1.937 0.09
H 1.721 -1.016 0.370 0.07
H 2.181 -2.114 1.618 0.08
H -0.414 -1.876 0.809 0.15
H -1.375 -0.859 1.918 0.07
```

The following is a quantum chemistry calculation of an isolated molecule of C3H3Br2P at a distorted geometry, from OMol25.

- Spin multiplicity: 1
- Orbital gap: 0.3331 Eh
- LUMO: -0.4 eV
- SMILES: C=C=CP(Br)Br

Geometry as XYZ:
```
9
Properties=species:S:1:pos:R:3:lowdin_charge:R:1
C -0.254 -0.138 -0.457 -0.38
C 0.995 0.133 -0.071 -0.18
C 2.305 0.124 0.294 -0.01
P -2.190 0.258 -0.972 0.19
Br -3.083 -1.502 0.194 0.13
Br -3.089 1.905 0.310 0.10
H -0.315 -1.236 -0.551 0.01
H 2.385 0.044 1.448 0.08
H 3.245 0.413 -0.195 0.05
```

The following is a quantum chemistry calculation of a structure of composition C14H13BrN4OPdS at a distorted geometry, from OMol25.

- Spin multiplicity: 1
- Total charge: +2
- Orbital gap: 0.2566 Eh
- LUMO: -8.0 eV

Geometry as XYZ:
```
35
Properties=species:S:1:pos:R:3:lowdin_charge:R:1
Pd -0.075 -1.103 0.000 0.53
C 5.155 -0.718 0.000 0.00
N 4.236 0.422 0.000 -0.10
C 4.598 1.757 0.000 0.02
C 3.473 2.478 0.000 0.01
N 2.397 1.574 0.000 0.04
C 2.904 0.319 0.000 -0.62
S 2.183 -1.223 0.000 0.75
C 1.036 1.969 0.000 -0.20
C 0.739 3.326 0.000 0.04
C -0.576 3.738 0.000 0.01
C -1.582 2.787 0.000 0.00
C -1.212 1.467 0.000 -0.10
N 0.071 1.046 0.000 0.03
H 6.173 -0.343 0.000 0.11
H 4.993 -1.328 -0.887 0.10
H 4.993 -1.328 0.887 0.10
H 5.622 2.085 0.000 0.15
H 3.363 3.543 0.000 0.13
H 1.514 4.072 0.000 0.12
H -0.810 4.794 0.000 0.14
H -2.626 3.064 0.000 0.13
H -1.958 0.695 0.000 0.05
O -5.518 -4.162 0.000 0.15
C -4.497 -3.325 0.000 -0.28
C -4.603 -1.931 0.000 0.05
C -3.458 -1.172 0.000 -0.09
N -2.222 -1.699 0.000 -0.09
C -2.164 -3.026 0.000 -0.67
Br -0.367 -3.664 0.000 0.94
C -3.215 -3.892 0.000 0.01
H -6.380 -3.720 0.000 0.15
H -5.567 -1.441 0.000 0.14
H -3.535 -0.095 0.000 0.11
H -3.086 -4.965 0.000 0.14
```

The following is a quantum chemistry calculation of a cluster of 11 separate species, C43H107NO21 in total at a distorted geometry, from OMol25.

- Spin multiplicity: 1
- Orbital gap: 0.3576 Eh
- LUMO: 0.7 eV
- SMILES: CNC(C)=O.COCCOC.COCCOC.COCCOC.COCCOC.COCCOC.COCCOC.COCCOC.COCCOC.COCCOC.COCCOC

Geometry as XYZ:
```
172
Properties=species:S:1:pos:R:3:lowdin_charge:R:1
C 3.564 -5.792 2.478 -0.10
O 2.414 -5.569 1.705 -0.17
C 1.736 -4.384 2.024 -0.22
C 0.247 -4.622 1.890 -0.19
O -0.478 -3.409 1.870 -0.19
C -0.793 -2.981 3.180 -0.10
H 3.299 -6.094 3.499 0.07
H 4.134 -4.856 2.601 0.09
H 4.162 -6.517 1.941 0.09
H 2.076 -3.530 1.414 0.13
H 2.018 -4.107 3.058 0.11
H -0.059 -5.256 2.732 0.13
H 0.055 -5.106 0.937 0.13
H -1.603 -2.245 3.063 0.06
H 0.019 -2.395 3.618 0.07
H -1.166 -3.766 3.839 0.10
C -3.152 2.582 -2.999 -0.08
O -3.516 1.600 -2.029 -0.22
C -3.714 2.104 -0.697 -0.18
C -4.897 3.083 -0.625 -0.21
O -4.727 4.078 0.342 -0.17
C -3.892 5.124 -0.100 -0.11
H -3.991 2.746 -3.684 0.09
H -2.305 2.219 -3.583 0.07
H -2.903 3.537 -2.525 0.07
H -2.777 2.603 -0.422 0.11
H -3.886 1.179 -0.153 0.11
H -5.754 2.474 -0.317 0.13
H -5.164 3.451 -1.621 0.12
H -2.844 4.806 -0.213 0.08
H -3.876 5.938 0.623 0.09
H -4.240 5.542 -1.056 0.09
C 0.253 1.352 -4.786 -0.07
O -1.147 1.049 -4.762 -0.21
C -1.498 -0.242 -5.214 -0.20
C -1.634 -0.357 -6.698 -0.20
O -0.380 -0.089 -7.299 -0.19
C -0.424 -0.295 -8.687 -0.11
H 0.384 2.394 -5.077 0.09
H 0.802 0.716 -5.476 0.08
H 0.653 1.210 -3.771 0.08
H -2.418 -0.535 -4.707 0.12
H -0.714 -0.945 -4.888 0.12
H -2.371 0.367 -7.076 0.14
H -1.950 -1.369 -6.978 0.12
H -1.306 0.177 -9.128 0.09
H -0.418 -1.366 -8.938 0.09
H 0.496 0.115 -9.104 0.09
C -4.327 -1.774 -2.096 -0.11
O -4.416 -3.184 -1.903 -0.16
C -3.378 -3.714 -1.094 -0.20
C -3.868 -4.011 0.305 -0.20
O -4.311 -2.816 0.900 -0.18
C -4.704 -2.988 2.217 -0.13
H -4.607 -1.208 -1.203 0.09
H -4.957 -1.519 -2.949 0.09
H -3.320 -1.471 -2.404 0.05
H -2.465 -3.121 -1.069 0.11
H -3.099 -4.700 -1.491 0.12
H -3.007 -4.380 0.887 0.12
H -4.653 -4.774 0.329 0.13
H -5.144 -2.056 2.586 0.08
H -3.876 -3.200 2.915 0.08
H -5.473 -3.762 2.354 0.09
C 2.197 -0.877 3.929 -0.16
O 3.001 -1.379 4.937 -0.15
C 4.181 -1.962 4.422 -0.19
C 4.592 -3.105 5.319 -0.21
O 3.562 -4.061 5.323 -0.19
C 3.993 -5.300 5.804 -0.14
H 1.922 -1.519 3.080 0.07
H 2.653 0.011 3.459 0.09
H 1.262 -0.505 4.358 0.09
H 4.975 -1.218 4.323 0.14
H 3.928 -2.411 3.452 0.11
H 4.773 -2.688 6.321 0.14
H 5.512 -3.561 4.929 0.13
H 4.756 -5.716 5.132 0.09
H 3.125 -5.962 5.808 0.09
H 4.374 -5.294 6.832 0.09
C -0.708 6.301 -2.947 -0.11
O 0.260 5.403 -3.438 -0.21
C 0.735 4.493 -2.448 -0.20
C 1.859 5.022 -1.609 -0.21
O 3.001 5.460 -2.312 -0.17
C 2.834 6.619 -3.111 -0.11
H -0.915 6.993 -3.764 0.09
H -0.350 6.884 -2.089 0.09
H -1.638 5.781 -2.677 0.07
H 1.038 3.627 -3.030 0.11
H -0.128 4.227 -1.832 0.10
H 2.255 4.176 -1.044 0.10
H 1.541 5.748 -0.850 0.13
H 3.786 7.144 -3.258 0.08
H 2.142 7.345 -2.670 0.09
H 2.500 6.370 -4.125 0.09
C -3.133 2.277 6.640 -0.10
O -3.671 1.007 6.991 -0.17
C -3.118 -0.067 6.298 -0.23
C -3.495 -0.162 4.837 -0.20
O -2.806 0.828 4.080 -0.19
C -2.717 0.514 2.708 -0.10
H -2.034 2.290 6.716 0.09
H -3.534 3.036 7.307 0.09
H -3.376 2.561 5.611 0.08
H -3.526 -0.982 6.741 0.13
H -2.027 -0.096 6.431 0.13
H -4.574 0.051 4.781 0.14
H -3.260 -1.145 4.417 0.10
H -2.497 1.427 2.148 0.09
H -3.683 0.173 2.305 0.09
H -1.927 -0.223 2.517 0.05
C -3.744 -3.160 -5.254 -0.08
O -2.328 -3.242 -5.316 -0.20
C -1.767 -3.556 -4.069 -0.21
C -0.324 -3.987 -4.310 -0.20
O 0.108 -4.926 -3.354 -0.19
C -0.218 -6.268 -3.696 -0.10
H -4.067 -2.485 -4.466 0.05
H -4.187 -4.157 -5.205 0.10
H -4.050 -2.730 -6.213 0.09
H -2.304 -4.345 -3.542 0.11
H -1.715 -2.658 -3.444 0.10
H 0.349 -3.139 -4.131 0.12
H -0.101 -4.290 -5.339 0.13
H 0.154 -6.544 -4.691 0.09
H -1.309 -6.463 -3.694 0.09
H 0.188 -6.944 -2.944 0.09
C 2.193 2.302 5.421 -0.11
O 3.258 2.332 4.511 -0.19
C 3.212 3.461 3.646 -0.20
C 4.472 4.285 3.719 -0.20
O 4.822 4.757 5.016 -0.17
C 4.034 5.798 5.449 -0.15
H 2.245 3.164 6.089 0.08
H 2.279 1.386 6.001 0.09
H 1.267 2.264 4.839 0.09
H 2.322 4.066 3.823 0.12
H 3.206 3.049 2.626 0.13
H 4.344 5.143 3.035 0.12
H 5.341 3.737 3.352 0.13
H 3.917 6.575 4.681 0.09
H 4.563 6.289 6.269 0.09
H 3.053 5.476 5.812 0.08
C 3.149 -1.142 -1.239 -0.09
O 2.651 0.173 -1.128 -0.19
C 3.556 1.219 -1.296 -0.20
C 4.200 1.373 -2.680 -0.21
O 4.971 0.260 -3.034 -0.19
C 5.576 0.435 -4.275 -0.12
H 2.323 -1.783 -0.922 0.08
H 3.964 -1.318 -0.519 0.09
H 3.519 -1.380 -2.231 0.08
H 4.348 1.199 -0.527 0.13
H 2.975 2.125 -1.116 0.10
H 4.817 2.282 -2.614 0.13
H 3.382 1.537 -3.399 0.12
H 4.850 0.824 -5.000 0.09
H 5.943 -0.530 -4.621 0.09
H 6.434 1.120 -4.252 0.09
C 0.406 0.676 1.446 0.01
C -0.005 1.431 0.207 -0.53
O 0.329 2.588 0.005 0.03
N -0.757 0.807 -0.740 0.04
C -1.075 -0.589 -0.897 -0.05
H 1.242 0.034 1.162 0.08
H -0.401 0.053 1.843 0.04
H 0.590 1.351 2.280 0.09
H -1.149 1.437 -1.421 0.11
H -0.768 -0.871 -1.909 0.08
H -2.138 -0.727 -0.726 0.06
H -0.493 -1.248 -0.259 0.08
```

The following is a quantum chemistry calculation of a structure of composition HO5S2 at a distorted geometry, from OMol25.

- Spin multiplicity: 1
- Total charge: -1
- Orbital gap: 0.3258 Eh
- LUMO: 3.8 eV

Geometry as XYZ:
```
8
Properties=species:S:1:pos:R:3:lowdin_charge:R:1
O -1.743 0.167 1.095 -0.61
O -0.189 -0.185 -0.961 -0.60
O 1.976 -0.312 0.184 -0.33
O 0.467 -2.350 0.072 -0.46
O -1.080 2.234 -0.204 -0.52
S 0.297 -0.914 0.342 0.81
S -1.589 0.836 -0.271 0.72
H 1.860 0.524 -0.258 0.00
```

Quick rundown of E, same order as above: -24781.276; -19534.990; -4342.505; -131119.745; -27842.893; -152531.270; -107080.316; -90801.110; -31924.986 eV